# C4H3FN2O

One molecule with the formula C4H3FN2O at a distorted geometry (ωB97M-V/def2-TZVPD, the OMol25 dataset).

The HOMO energy is -10.63 eV. The calculation puts the maximum force at 5.665 eV/Å. The value obtained for the calculated total energy is -438.724972 Ha. Its spin multiplicity is 1. The HOMO-LUMO gap comes out at 10.43 eV. Its SMILES is N#CC1=NOC[C@H]1F.

Geometry (Å):
N: -3.025 -0.017 0.110
C: -1.856 -0.161 0.096
C: -0.494 -0.314 -0.034
N: 0.075 -1.362 -0.364
O: 1.447 -1.268 -0.095
C: 1.776 0.011 0.351
C: 0.501 0.826 0.385
F: 0.521 1.751 -0.494
H: 2.376 0.614 -0.475
H: 2.269 -0.091 1.270
H: 0.183 1.336 1.396

natural (NBO) atomic charge list, values in e, 5 entries:
1. N -0.24
2. C 0.23
3. C 0.00
4. N 0.02
5. O -0.34



# C4H3FO

One molecule with the formula C4H3FO at a distorted geometry (ωB97M-V/def2-TZVPD, the OMol25 dataset).

The HOMO energy is -8.88 eV. The calculation puts the maximum force at 4.172 eV/Å. The value obtained for the calculated total energy is -329.273811 Ha. Its spin multiplicity is 1. The HOMO-LUMO gap comes out at 9.94 eV. Its SMILES is Fc1ccoc1.

Geometry (Å):
F: 2.293 -0.096 -0.033
C: 1.000 -0.064 -0.093
C: 0.059 1.061 -0.057
C: -1.133 0.478 -0.087
O: -1.096 -0.889 -0.037
C: 0.212 -1.200 -0.025
H: 0.280 2.099 0.187
H: -2.174 0.838 0.087
H: 0.558 -2.226 0.057

natural (NBO) atomic charge list, values in e, 5 entries:
1. F -0.29
2. C 0.31
3. C -0.38
4. C 0.10
5. O -0.40



# C4H3FO

One molecule with the formula C4H3FO at a distorted geometry (ωB97M-V/def2-TZVPD, the OMol25 dataset).

The HOMO energy (spin up / spin down) is -9.39 / -9.40 eV. The calculation puts the maximum force at 3.802 eV/Å. The value obtained for the calculated total energy is -329.103567 Ha. Its spin multiplicity is 1. The HOMO-LUMO gap (spin up / spin down) comes out at 7.33 / 7.17 eV.

Geometry (Å):
C: 1.640 1.333 -1.286
C: -0.018 0.431 0.279
C: 0.732 0.356 -1.113
C: 0.271 -0.226 1.428
O: 0.257 -0.672 -1.625
F: -1.154 0.974 0.054
H: 2.023 2.318 -1.044
H: -0.387 -0.309 2.258
H: 1.188 -0.731 1.628

natural (NBO) atomic charge list, values in e, 5 entries:
1. C 0.01
2. C 0.44
3. C 0.22
4. C -0.50
5. O -0.54